Entry 1:
A cluster of 2 separate species, F3H3SSi2 in total in a non-equilibrium geometry. Source: the OMol25 dataset; level of theory: ωB97M-V with the def2-TZVPD basis set.

Geometry (Å):
F: -2.081 1.131 1.489
F: 0.885 -1.774 -0.300
F: -1.405 -1.025 -0.799
Si: -0.490 0.999 1.728
Si: 0.091 -0.497 -0.866
S: 0.963 -0.716 -3.293
H: -0.285 -0.159 2.551
H: 0.233 2.281 2.286
H: 2.088 -0.240 -2.795

ΔE to the lowest compared entry with this formula, charge and spin	303.96	kJ/mol
HOMO (spin up / spin down)	-9.24 / -9.24	eV
molecular weight	148.257	g/mol

***

Entry 2:
A structure of composition C45H32MnN6S in a non-equilibrium geometry. Source: the OMol25 dataset; level of theory: ωB97M-V with the def2-TZVPD basis set.

Geometry (Å):
Mn: 0.962 0.300 -0.272
C: 1.163 -5.172 3.985
C: 2.431 -4.568 4.248
C: 3.001 -3.690 3.351
C: 2.304 -3.392 2.201
C: 1.248 -4.196 1.796
C: 0.655 -5.056 2.699
C: 2.546 -2.183 1.412
C: 2.495 -0.965 2.133
C: 2.987 -0.616 3.421
C: 2.292 0.491 3.818
C: 1.405 0.889 2.768
C: 0.610 2.086 2.831
C: 0.102 2.399 4.199
C: 0.852 3.158 5.147
C: 0.508 3.286 6.500
C: -0.753 2.723 6.952
C: -1.512 2.073 5.975
C: -1.081 1.871 4.667
C: -0.041 2.547 1.702
N: 0.065 2.163 0.351
C: -0.947 2.770 -0.364
C: -1.139 2.669 -1.748
C: -2.303 3.202 -2.449
C: -2.812 4.462 -2.105
C: -4.032 4.885 -2.610
C: -4.639 4.119 -3.592
C: -4.095 2.917 -4.074
C: -2.983 2.391 -3.421
C: -0.161 1.941 -2.476
C: 0.278 2.262 -3.808
C: 1.146 1.299 -4.258
C: 1.277 0.348 -3.217
N: 0.657 0.880 -2.026
C: 1.667 -1.068 -3.342
C: 2.180 -1.647 -2.177
C: 2.814 -2.969 -2.118
C: 3.000 -3.253 -0.796
C: 2.468 -2.207 -0.008
N: 2.121 -1.093 -0.872
C: 1.260 -1.904 -4.489
C: 1.726 -1.704 -5.828
C: 1.138 -2.323 -6.918
C: 0.261 -3.371 -6.684
C: -0.181 -3.646 -5.355
C: 0.225 -2.866 -4.280
C: -1.789 3.509 0.575
C: -1.204 3.463 1.837
N: 1.593 0.033 1.711
H: 0.764 -5.793 4.752
H: 2.935 -4.854 5.182
H: 3.893 -3.155 3.638
H: 0.901 -4.110 0.742
H: -0.197 -5.702 2.332
H: 3.991 -0.996 3.782
H: 2.403 1.110 4.675
H: 1.743 3.752 4.766
H: 1.132 3.861 7.109
H: -1.180 2.967 7.903
H: -2.462 1.662 6.211
H: -1.777 1.308 4.054
H: -2.269 5.086 -1.408
H: -4.371 5.860 -2.314
H: -5.638 4.372 -3.993
H: -4.548 2.481 -4.983
H: -2.631 1.371 -3.577
H: 0.039 3.179 -4.357
H: 1.549 1.216 -5.302
H: 3.058 -3.569 -2.961
H: 3.452 -4.193 -0.480
H: 2.542 -1.020 -5.960
H: 1.422 -2.013 -7.945
H: -0.207 -3.957 -7.475
H: -0.913 -4.394 -5.191
H: -0.193 -2.922 -3.274
H: -2.781 3.961 0.363
H: -1.457 4.166 2.601
N: -3.257 -0.672 -0.012
C: -2.019 -0.953 0.489
N: -1.895 -0.863 1.835
S: -0.756 -1.421 -0.565
H: -3.980 -0.372 0.626
H: -3.273 -0.496 -0.998
H: -2.725 -1.016 2.396
H: -1.059 -1.123 2.344

ΔE to the lowest compared entry with this formula, charge and spin	213.57	kJ/mol
spin multiplicity	6
HOMO (spin up / spin down)	-5.35 / -6.44	eV
<S²>	8.89
molecular weight	743.798	g/mol

***

Entry 3:
The molecule C3H7N5 in a non-equilibrium geometry. Source: the OMol25 dataset; level of theory: ωB97M-V with the def2-TZVPD basis set.

Geometry (Å):
C: 0.577 -1.467 -0.010
C: -0.793 -1.541 0.072
C: -1.265 -0.148 0.000
H: 2.179 0.284 -1.161
H: 2.759 0.863 0.250
H: 1.340 -2.237 0.046
H: -1.435 -2.475 0.188
H: -2.586 1.205 -0.207
H: -0.569 2.482 -0.369
H: -0.198 1.735 1.151
N: 2.336 -0.028 -0.132
N: 1.050 -0.151 0.296
N: -2.433 0.147 -0.094
N: -0.069 0.577 -0.245
N: 0.172 1.895 0.136

ΔE to the lowest compared entry with this formula, charge and spin	444.61	kJ/mol
HOMO	-8.30	eV
SMILES string	[H]/N=c1/ccn(N)n1N
molecular weight	113.124	g/mol

***

Entry 4:
The molecule C21H24N2O4S in a non-equilibrium geometry. Source: the OMol25 dataset; level of theory: ωB97M-V with the def2-TZVPD basis set.

Geometry (Å):
C: -2.491 1.190 -4.107
H: -3.014 2.099 -4.398
O: -2.658 1.087 -2.711
C: -2.113 0.016 -2.071
C: -1.315 -0.949 -2.675
C: -0.796 -1.982 -1.916
C: -1.063 -2.090 -0.558
C: -1.878 -1.131 0.034
C: -2.394 -0.090 -0.708
H: -3.020 0.661 -0.253
H: -2.104 -1.201 1.088
C: -0.424 -3.187 0.253
N: 0.960 -2.909 0.589
S: 1.272 -2.031 1.958
O: 2.697 -2.012 2.112
O: 0.471 -2.624 2.989
C: 0.738 -0.331 1.634
C: 0.927 0.102 0.340
C: 0.510 1.372 -0.054
C: -0.077 2.201 0.899
C: -0.215 1.772 2.203
C: 0.189 0.500 2.608
C: 0.110 0.056 4.044
C: 1.531 0.072 4.623
H: 1.512 -0.257 5.659
H: 1.946 1.078 4.584
H: 2.177 -0.597 4.061
H: -0.241 -0.978 4.058
C: -0.826 0.898 4.910
H: -1.814 0.969 4.462
H: -0.929 0.427 5.884
H: -0.430 1.899 5.065
H: -0.652 2.444 2.923
H: -0.420 3.184 0.619
C: 0.656 1.790 -1.432
C: 0.365 2.967 -2.077
C: 0.704 2.715 -3.428
N: 1.152 1.492 -3.559
O: 1.134 0.913 -2.335
C: 0.595 3.641 -4.582
H: -0.428 4.001 -4.679
H: 1.244 4.502 -4.429
H: 0.890 3.129 -5.493
H: -0.029 3.872 -1.669
H: 1.396 -0.542 -0.385
H: 1.568 -2.708 -0.188
H: -0.453 -4.135 -0.293
H: -0.928 -3.314 1.212
H: -0.169 -2.720 -2.396
H: -1.078 -0.900 -3.725
H: -2.936 0.335 -4.625
H: -1.436 1.272 -4.385

ΔE to the lowest compared entry with this formula, charge and spin	275.88	kJ/mol
HOMO	-8.59	eV
SMILES string	COc1ccc(CNS(=O)(=O)c2cc(-c3cc(C)no3)ccc2C(C)C)cc1
molecular weight	400.500	g/mol

***

Entry 5:
A cluster of 3 separate species, C4H15NO2 in total in a non-equilibrium geometry. Source: the OMol25 dataset; level of theory: ωB97M-V with the def2-TZVPD basis set.

Geometry (Å):
C: -1.969 0.913 -0.033
N: -1.945 -0.466 0.478
C: -1.676 -1.477 -0.528
C: -1.023 -2.776 -0.020
C: -0.671 1.355 -0.694
H: -2.168 1.582 0.803
H: -2.832 1.023 -0.713
H: -2.837 -0.674 0.872
H: -1.032 -1.103 -1.304
H: -2.607 -1.805 -1.013
H: -0.435 -3.165 -0.841
H: -1.739 -3.443 0.452
H: -0.280 -2.595 0.752
H: 0.097 1.739 -0.032
H: -0.299 0.641 -1.419
H: -0.955 2.204 -1.337
H: 4.776 1.735 0.976
H: 5.142 3.235 1.355
O: 4.590 2.476 1.583
H: 2.573 0.705 0.807
H: 3.001 -0.339 -0.152
O: 2.286 0.235 0.008

net charge	-1
ΔE to the lowest compared entry with this formula, charge and spin	74.87	kJ/mol
spin multiplicity	2
HOMO (spin up / spin down)	0.95 / -6.10	eV
<S²>	0.75
molecular weight	109.169	g/mol

***

Entry 6:
A cluster of 2 separate species, C5H9ClOS in total in a non-equilibrium geometry. Source: the OMol25 dataset; level of theory: ωB97M-V with the def2-TZVPD basis set.

Geometry (Å):
C: -2.950 1.197 -0.552
C: -0.235 -0.887 -0.737
C: -0.524 -0.815 0.757
C: -1.839 -0.269 1.169
C: -2.164 1.008 0.467
O: -3.705 1.474 -1.398
S: 2.615 2.768 -0.226
Cl: -1.078 2.405 0.741
H: 2.159 1.579 -0.272
H: 0.861 -0.810 -0.985
H: -0.568 0.011 -1.348
H: -0.747 -1.838 -1.195
H: -0.187 -1.885 1.056
H: 0.301 -0.165 1.137
H: -1.733 -0.084 2.236
H: -2.731 -0.976 0.779
H: 3.945 2.473 -0.317

ΔE to the lowest compared entry with this formula, charge and spin	146.24	kJ/mol
HOMO	-9.02	eV
SMILES string	CCCC(Cl)=C=O.S
molecular weight	152.646	g/mol